No. 1
{"formula": "C2HIN2O2", "method": "ωB97M-V/def2-TZVPD", "orbital_gap_ha": [0.317, 0.282], "fmax_ev_per_a": 1.75, "e_homo_ev": [-10.0, -10.8], "symbols": ["I", "O", "O", "N", "N", "C", "C", "H"], "positions_angstrom": [[0.887, -2.847, 0.174], [1.502, -1.181, -2.190], [-0.503, -0.548, -2.784], [0.290, -1.047, -2.036], [-2.649, -1.001, -0.092], [-1.574, -1.243, -0.409], [-0.248, -1.549, -0.825], [-0.045, 0.608, -0.099]]}

No. 2
{"formula": "C2H3BrFI", "method": "ωB97M-V/def2-TZVPD", "orbital_gap_ha": [0.228, 0.234], "fmax_ev_per_a": 6.41, "spin_multiplicity": 3, "e_homo_ev": [-5.5, -10.1], "s_squared": 2.01, "symbols": ["I", "Br", "F", "C", "C", "H", "H", "H"], "positions_angstrom": [[1.341, 1.579, 1.264], [-1.821, -1.429, -0.791], [-1.232, -0.654, 1.824], [0.613, -0.136, 0.111], [-1.059, -0.210, 0.556], [1.104, -0.898, 0.559], [0.685, 0.216, -0.852], [-1.525, 0.654, 0.343]]}

No. 3
{"formula": "C14H21F4MnO11SV", "method": "ωB97M-V/def2-TZVPD", "orbital_gap_ha": [0.230, 0.228], "charge": 1, "fmax_ev_per_a": 4.19, "spin_multiplicity": 7, "e_homo_ev": [-12.8, -12.8], "s_squared": 12.04, "symbols": ["Mn", "V", "S", "F", "F", "F", "F", "O", "O", "O", "O", "O", "O", "O", "O", "O", "O", "O", "C", "C", "C", "C", "C", "C", "C", "C", "C", "C", "C", "C", "C", "C", "H", "H", "H", "H", "H", "H", "H", "H", "H", "H", "H", "H", "H", "H", "H", "H", "H", "H", "H", "H", "H"], "positions_angstrom": [[3.085, 1.551, -2.471], [3.201, -0.943, -0.396], [1.330, -1.969, 2.406], [-0.717, -0.323, 1.995], [-1.197, -2.139, 3.089], [4.095, -0.171, -2.149], [-0.807, -2.203, 0.947], [1.869, 3.206, 2.226], [4.072, -2.232, -0.247], [1.831, 0.609, -1.173], [1.984, -1.507, 1.156], [1.650, -1.123, 3.521], [1.207, -3.591, -3.220], [-4.183, 1.729, -1.920], [-2.380, 0.555, -2.485], [1.382, -3.361, 2.603], [1.900, -2.191, -1.675], [4.056, 2.996, 1.881], [3.028, 1.908, 3.828], [-0.488, -2.325, -4.361], [0.866, 2.459, 2.938], [0.356, -3.608, -4.391], [-3.223, 0.442, -0.197], [-3.217, 0.838, -1.670], [1.167, -2.419, -2.609], [0.079, -1.541, -3.177], [-4.916, 2.028, -0.714], [0.623, 1.090, -0.561], [-4.629, 0.838, 0.230], [1.557, 2.137, 4.254], [-0.457, -1.642, 2.126], [3.087, 2.689, 2.512], [-1.564, -2.467, -4.328], [0.799, 2.041, -0.056], [-0.635, -1.442, -2.358], [3.568, 2.464, 4.590], [1.059, 1.313, 4.763], [1.022, -3.638, -5.253], [-2.435, 1.024, 0.279], [3.273, 0.853, 3.782], [-5.986, 2.044, -0.885], [0.589, -0.603, -3.389], [-0.197, -4.542, -4.389], [-4.552, 1.196, 1.258], [0.260, 0.324, 0.113], [0.489, 1.574, 2.422], [-5.421, 0.099, 0.177], [-0.344, -1.711, -5.251], [0.008, 3.116, 3.080], [1.490, 3.008, 4.904], [-4.496, 2.936, -0.289], [-0.150, 1.243, -1.321], [-2.985, -0.618, -0.145]]}

No. 4
{"formula": "C11H17N4", "method": "ωB97M-V/def2-TZVPD", "orbital_gap_ha": [0.261, 0.250], "charge": 1, "fmax_ev_per_a": 17.10, "e_homo_ev": [-11.0, -10.9], "symbols": ["N", "N", "N", "N", "C", "C", "C", "C", "C", "C", "C", "C", "C", "C", "C", "H", "H", "H", "H", "H", "H", "H", "H", "H", "H", "H", "H", "H", "H", "H", "H", "H"], "positions_angstrom": [[1.738, -0.994, -2.557], [0.399, 0.536, -1.804], [1.589, 1.176, -1.834], [-0.371, -0.611, 0.856], [-0.931, 1.103, -1.305], [0.224, -0.232, 1.967], [2.276, -2.013, -3.303], [-1.424, 0.224, 0.490], [-1.820, 0.323, -0.931], [-1.662, 1.218, 1.645], [1.580, -0.703, 2.273], [2.375, 0.179, -2.198], [0.459, -0.655, -2.342], [-0.436, 0.996, 2.492], [-2.927, 0.813, 2.346], [-1.642, 2.233, 1.346], [-2.865, 0.570, -1.080], [3.385, -1.811, -3.010], [-0.450, 1.578, -0.325], [-0.772, 0.734, 3.524], [2.071, -3.066, -2.988], [2.276, 0.178, 2.156], [1.640, -1.583, 1.603], [1.536, -1.030, 3.312], [-1.900, -0.583, -1.414], [-2.954, -0.282, 2.441], [-3.871, 1.318, 1.866], [0.375, 1.879, 2.630], [-3.073, 1.297, 3.385], [3.426, 0.445, -2.402], [-0.452, -1.352, -2.509], [2.200, -1.884, -4.330]]}

No. 5
{"formula": "C26H34CsIN2O5SSi", "method": "ωB97M-V/def2-TZVPD", "orbital_gap_ha": 0.209, "charge": -2, "fmax_ev_per_a": 0.29, "e_homo_ev": -1.7, "symbols": ["Cs", "I", "S", "Si", "O", "O", "O", "O", "O", "N", "N", "C", "C", "C", "C", "C", "C", "C", "C", "C", "C", "C", "C", "C", "C", "C", "C", "C", "C", "C", "C", "C", "C", "C", "C", "C", "C", "H", "H", "H", "H", "H", "H", "H", "H", "H", "H", "H", "H", "H", "H", "H", "H", "H", "H", "H", "H", "H", "H", "H", "H", "H", "H", "H", "H", "H", "H", "H", "H", "H", "H"], "positions_angstrom": [[-0.267, 1.289, 0.751], [-1.100, -0.021, 4.624], [1.675, -0.146, -2.473], [-2.381, 5.196, 1.466], [2.802, 1.294, 1.672], [1.593, 1.303, -2.563], [-1.621, 3.903, 1.002], [1.234, -0.685, -1.191], [2.951, -0.693, -2.922], [4.491, 0.825, 0.233], [3.288, -0.897, 1.294], [-0.452, -1.713, -3.296], [4.428, 2.182, -0.280], [-1.363, -2.186, -4.233], [-2.857, -3.962, 5.079], [3.471, 0.443, 1.084], [0.486, -0.763, -3.662], [-1.347, -1.724, -5.543], [3.830, -1.888, 0.382], [-2.916, -4.465, 3.812], [-2.318, -2.258, -6.563], [-2.329, -2.671, 5.301], [-1.887, -1.933, 4.238], [-1.531, -2.187, 0.569], [-2.456, -3.707, 2.704], [5.187, -0.107, -0.641], [-1.449, -1.575, 1.812], [0.512, -0.288, -4.967], [-2.042, -3.485, 0.347], [2.114, -1.318, 2.043], [-1.925, -2.391, 2.888], [-2.415, 5.488, 3.350], [-1.671, 6.819, 0.757], [5.233, -1.488, -0.026], [-4.224, 5.251, 0.970], [-2.504, -4.237, 1.393], [-0.397, -0.767, -5.896], [-3.216, -2.649, -6.084], [3.183, -1.991, -0.495], [-1.401, 5.575, 3.751], [-4.713, 6.173, 1.304], [-2.621, -1.480, -7.266], [-2.275, -2.271, 6.305], [-3.210, -4.547, 5.921], [-4.326, 5.187, -0.118], [-3.317, -5.459, 3.634], [-1.167, -1.646, -0.304], [-1.692, 6.789, -0.337], [-2.902, -5.235, 1.239], [4.018, 2.837, 0.482], [-0.378, -0.385, -6.911], [-1.874, -3.070, -7.145], [4.690, -0.156, -1.614], [5.438, 2.510, -0.537], [-2.960, 6.406, 3.599], [-0.627, 6.945, 1.060], [3.843, -2.846, 0.910], [-2.901, 4.654, 3.863], [3.797, 2.238, -1.174], [-2.071, -3.897, -0.660], [1.278, -1.545, 1.376], [-2.231, 7.701, 1.085], [5.633, -2.198, -0.752], [-4.766, 4.404, 1.400], [-2.103, -2.922, -3.936], [-0.462, -2.070, -2.275], [1.812, -0.529, 2.723], [5.880, -1.491, 0.857], [1.240, 0.465, -5.240], [2.360, -2.215, 2.617], [6.202, 0.278, -0.793]]}

No. 6
{"formula": "C8H16N2Si", "method": "ωB97M-V/def2-TZVPD", "orbital_gap_ha": 0.320, "fmax_ev_per_a": 4.09, "e_homo_ev": -8.1, "symbols": ["Si", "N", "N", "C", "C", "C", "C", "C", "C", "C", "C", "H", "H", "H", "H", "H", "H", "H", "H", "H", "H", "H", "H", "H", "H", "H", "H"], "positions_angstrom": [[-2.366, 0.318, -0.353], [1.217, -0.474, -0.083], [0.144, -1.853, -1.490], [2.092, -1.398, -0.526], [2.597, 1.629, -0.295], [1.455, -2.259, -1.390], [1.966, 0.721, 2.015], [0.018, -0.883, -0.608], [1.537, 0.774, 0.611], [-3.278, -0.649, -1.711], [-3.036, 0.216, 1.386], [-3.389, -0.272, -2.767], [-2.477, 1.621, -0.927], [3.476, 1.219, -0.696], [1.964, 1.954, -1.176], [1.538, 1.222, 2.810], [-3.996, -0.352, 1.369], [-4.334, -0.722, -1.489], [2.895, 2.524, 0.321], [-3.297, 1.128, 1.897], [1.781, -3.260, -1.834], [0.612, 1.438, 0.599], [2.075, -0.293, 2.386], [2.958, 1.118, 2.031], [-2.453, -0.453, 2.004], [3.126, -1.344, -0.139], [-2.825, -1.670, -1.945]]}

Copy entry 1 word for word.
{"formula": "C2HIN2O2", "method": "ωB97M-V/def2-TZVPD", "orbital_gap_ha": [0.317, 0.282], "fmax_ev_per_a": 1.75, "e_homo_ev": [-10.0, -10.8], "symbols": ["I", "O", "O", "N", "N", "C", "C", "H"], "positions_angstrom": [[0.887, -2.847, 0.174], [1.502, -1.181, -2.190], [-0.503, -0.548, -2.784], [0.290, -1.047, -2.036], [-2.649, -1.001, -0.092], [-1.574, -1.243, -0.409], [-0.248, -1.549, -0.825], [-0.045, 0.608, -0.099]]}